Arrangement i

Formula: C11H12NO2
Source: the OMol25 dataset
Level of theory: wB97M-V/def2-TZVPD

Geometry as XYZ:
```
26
Properties=species:S:1:pos:R:3:mulliken_charge:R:1
C 1.586 1.668 -2.886 -1.3104
C 1.145 -0.221 -1.346 -0.4928
C -0.540 0.513 0.084 -0.3730
C 0.849 1.028 -1.774 0.4228
C -0.303 1.550 -0.993 0.5581
C -1.458 0.844 1.101 -0.5751
C -2.300 1.920 0.950 -0.3567
C -1.145 2.648 -1.100 -0.4958
C -2.044 2.786 -0.082 -0.4481
N 0.397 -0.433 -0.188 -0.0026
H 0.154 -1.302 0.205 0.4198
H 1.631 -1.154 -1.698 0.3585
H -1.480 0.362 2.002 0.5155
H 1.855 1.002 -3.650 0.3756
H 2.376 2.269 -2.267 0.2343
H -3.076 1.945 1.907 0.1524
H -1.254 3.338 -1.791 0.5549
H -2.806 3.506 -0.448 0.2077
H 1.034 2.545 -3.335 0.2623
C 1.214 -3.963 2.419 -0.9046
C 0.120 -3.041 1.871 0.6701
O 0.145 -2.845 0.668 -0.7733
O -0.715 -2.575 2.745 -0.7433
H 0.959 -4.603 3.230 0.3239
H 1.975 -3.191 2.764 0.1557
H 1.678 -4.593 1.612 0.2640
```

As for the HOMO-LUMO gap: 0.290 hartree. As for the multiplicity: 1. The calculation puts the LUMO energy at 0.1225 Ha. The value obtained for the HOMO energy is -4.55 eV. The net charge is -1.

Arrangement ii

Formula: C11H12NO2
Source: the OMol25 dataset
Level of theory: wB97M-V/def2-TZVPD

Geometry as XYZ:
```
26
Properties=species:S:1:pos:R:3:mulliken_charge:R:1
C -1.594 -0.566 -4.383 -1.0127
C -1.208 0.129 -3.123 0.7652
O -0.053 0.471 -2.877 -0.8637
O -2.247 0.282 -2.522 -0.6340
H -2.704 -0.950 -4.138 0.2556
H -1.113 -1.622 -4.377 0.2022
H -1.440 -0.171 -5.285 0.3212
C 2.940 -0.794 2.345 -1.1882
C 1.485 -1.397 0.230 -0.9067
C 1.721 -0.684 1.507 0.5853
C -0.167 0.063 0.413 -0.0554
C 0.599 0.152 1.683 0.6152
C -1.339 0.741 0.349 -0.1036
C 0.271 1.054 2.727 -0.7344
C -1.796 1.601 1.355 -0.7114
C -0.995 1.639 2.542 -0.3550
N 0.507 -0.749 -0.504 0.0373
H 2.066 -2.107 -0.290 0.4337
H 0.605 -0.605 -1.645 0.3687
H 2.880 -1.171 3.491 0.2381
H 3.541 0.149 2.585 0.2237
H -2.224 0.433 -0.355 0.1698
H 0.783 1.165 3.723 0.2966
H -2.533 2.383 1.224 0.3824
H -1.532 2.184 3.320 0.3153
H 3.546 -1.630 2.005 0.3548
```

As for the HOMO-LUMO gap: 0.272 hartree. As for the multiplicity: 1. The calculation puts the LUMO energy at 0.1238 Ha. The value obtained for the HOMO energy is -4.03 eV. The net charge is -1.

Arrangement iii

Formula: C11H12NO2
Source: the OMol25 dataset
Level of theory: wB97M-V/def2-TZVPD

Geometry as XYZ:
```
26
Properties=species:S:1:pos:R:3:mulliken_charge:R:1
C 1.317 2.114 2.456 -1.3815
C -0.233 0.684 1.109 -0.3999
C 0.996 -0.209 -0.529 -0.2415
C 1.024 1.279 1.298 0.3332
C 1.807 0.692 0.250 0.9530
C 1.509 -0.858 -1.653 -0.6737
C 2.709 -0.443 -2.027 -0.2462
C 3.165 1.035 -0.173 -0.6972
C 3.574 0.342 -1.294 -0.3574
N -0.230 -0.136 -0.006 0.2637
H -1.037 -0.639 -0.466 0.1132
H -1.243 0.575 1.616 0.2924
H 0.861 -1.540 -2.176 0.4220
H 2.310 2.580 2.426 0.2897
H 1.263 1.691 3.408 0.3098
H 3.271 -0.849 -2.957 0.1849
H 3.677 1.890 0.238 0.3304
H 4.698 0.440 -1.639 0.2006
H 0.511 2.878 2.423 0.3082
C -3.206 -1.469 1.249 -0.4488
C -3.548 -1.020 -0.129 0.5707
O -2.548 -0.966 -0.921 -0.8155
O -4.740 -0.814 -0.427 -0.7445
H -2.533 -2.400 1.126 0.1859
H -4.070 -1.571 1.896 0.3125
H -2.488 -0.752 1.595 -0.0642
```

As for the HOMO-LUMO gap: 0.293 hartree. As for the multiplicity: 1. The calculation puts the LUMO energy at 0.1205 Ha. The value obtained for the HOMO energy is -4.68 eV. The net charge is -1.

Arrangement iv

Formula: C11H12NO2
Source: the OMol25 dataset
Level of theory: wB97M-V/def2-TZVPD

Geometry as XYZ:
```
26
Properties=species:S:1:pos:R:3:mulliken_charge:R:1
C -3.142 0.762 1.718 -1.3944
C 0.301 0.287 0.325 -0.1386
C -0.536 0.626 1.429 0.7855
C -1.881 0.546 0.960 0.4727
C -1.771 0.142 -0.347 -0.6458
C 1.700 0.282 0.487 -0.5267
C 2.228 0.571 1.729 -0.3812
C 1.428 0.916 2.832 -0.7802
C 0.060 1.037 2.623 -0.3665
N -0.491 -0.058 -0.747 -0.2649
H 2.388 0.222 -0.363 0.2103
H 3.306 0.509 1.848 0.3360
H -0.112 -0.155 -2.061 0.5280
H 1.862 0.999 3.812 0.3712
H -2.562 0.020 -1.080 0.4011
H -0.600 1.377 3.427 0.2477
H -3.843 1.454 1.255 0.3003
H -2.971 1.053 2.758 0.2902
H -3.721 -0.157 1.886 0.2774
C 1.710 -1.694 -2.874 -0.7910
C 0.551 -1.247 -3.747 0.6471
O -0.191 -0.321 -3.235 -0.6439
O 0.318 -1.777 -4.826 -0.6900
H 2.472 -2.277 -3.379 0.3341
H 1.335 -2.283 -2.029 0.2743
H 2.162 -0.835 -2.400 0.1472
```

As for the HOMO-LUMO gap: 0.274 hartree. As for the multiplicity: 1. The calculation puts the LUMO energy at 0.1299 Ha. The value obtained for the HOMO energy is -3.93 eV. The net charge is -1.

Need the numbers? Relative energies in kcal/mol: arrangement i 56.0; arrangement ii 81.3; arrangement iii 27.4; arrangement iv 0.0.

Arrangement i

Formula: CH7N6
Source: the OMol25 dataset
Level of theory: wB97M-V/def2-TZVPD

Geometry as XYZ:
```
14
Properties=species:S:1:pos:R:3:mulliken_charge:R:1
C 1.911 -0.572 -0.078 0.3799
N 3.125 0.035 -0.107 -0.2271
N 3.017 1.259 0.027 -0.2716
N 0.899 0.264 0.042 -0.4559
N 1.839 1.715 0.012 0.1493
N 1.896 -1.872 0.082 -0.3654
N -1.679 0.475 0.026 -0.5621
H -0.592 0.324 0.143 0.4959
H 1.357 2.538 -0.097 0.2332
H 1.157 -2.540 -0.055 0.2420
H 2.716 -2.421 -0.216 0.3011
H -2.412 0.292 0.625 0.3106
H -1.898 -0.020 -0.928 0.4072
H -1.658 1.440 -0.295 0.3629
```

As for the HOMO-LUMO gap: 0.376 hartree. As for the multiplicity: 1. The calculation puts the LUMO energy at -0.1348 Ha. The value obtained for the HOMO energy is -13.90 eV. The net charge is +1.

Arrangement ii

Formula: CH7N6
Source: the OMol25 dataset
Level of theory: wB97M-V/def2-TZVPD

Geometry as XYZ:
```
14
Properties=species:S:1:pos:R:3:mulliken_charge:R:1
C -2.039 -0.268 -0.147 0.5514
N -2.668 0.710 -0.329 -0.2251
N 2.106 -0.980 -0.166 -0.5113
N 0.784 -0.816 -0.153 -0.1334
N -1.708 -1.485 -0.112 -0.2473
N 0.196 0.265 -0.190 0.1653
N 0.776 1.475 -0.127 -0.4987
H -2.853 1.645 -0.042 0.3130
H 2.408 -1.926 -0.009 0.2504
H -2.374 -2.219 0.091 0.2569
H -0.675 -1.675 -0.176 0.3361
H 0.152 2.228 -0.369 0.2454
H 1.731 1.598 -0.443 0.2552
H 2.741 -0.240 0.099 0.2419
```

As for the HOMO-LUMO gap: 0.370 hartree. As for the multiplicity: 1. The calculation puts the LUMO energy at -0.1173 Ha. The value obtained for the HOMO energy is -13.25 eV. The net charge is +1.

Need the numbers? Relative energies in kcal/mol: arrangement i 0.0; arrangement ii 1.4.